Record 1
C20H28F7INO4 | wB97M-V/def2-TZVPD

Geometry (Å):
C (1.8488, 1.0819, -0.2833)
H (-5.9658, 1.2681, 1.7032)
H (0.5106, 3.4649, 2.1651)
C (4.7806, 0.4667, -1.0513)
H (1.7357, 0.0133, -3.3489)
H (-4.1006, -1.1446, -1.2626)
H (4.5658, 1.1756, -0.2538)
H (-0.2489, -2.6894, -0.9386)
C (-2.6672, -3.0774, -2.8949)
H (-6.3876, 2.0752, 0.1921)
O (0.1577, 2.7133, 2.6417)
N (2.3408, -1.2483, -0.3927)
O (2.4693, -1.7194, 1.8388)
H (5.5334, 0.9461, -1.6838)
H (-1.4671, 1.6415, 1.9723)
C (-1.7451, -2.5458, -2.3423)
H (3.8003, -0.7117, -2.5416)
H (-0.9769, -1.0631, -1.1149)
H (0.0865, -1.5824, -3.6376)
H (1.6850, -2.0169, -0.4977)
F (2.8887, 2.5207, 2.0145)
C (3.5707, 0.1783, -1.9513)
C (-3.6366, 0.1856, 0.2738)
H (2.5421, 1.9257, -0.3550)
H (-0.1996, -0.1064, 0.8501)
F (2.1267, 1.7963, 4.3461)
C (2.8164, 1.1729, 2.1302)
C (0.5395, -1.5867, -2.6463)
H (3.4477, 1.0427, -2.6061)
H (-0.4876, 2.3402, 0.7177)
C (-4.5824, -0.9225, -0.2824)
C (-6.6966, 1.3039, 0.8990)
H (0.3775, 0.5243, -2.3939)
C (5.4620, -0.7491, -0.4218)
C (0.3003, 0.5051, 1.5964)
H (-6.9348, -0.8588, 0.9233)
H (6.2898, -0.4018, 0.1944)
H (0.9143, 1.5328, -0.6140)
C (2.1942, -0.0836, -1.2625)
F (4.0603, 0.7246, 1.7940)
H (-3.4805, -3.6650, -3.2460)
O (-4.7025, -1.9022, 0.5555)
H (-7.6526, 1.5951, 1.3451)
H (1.2773, -2.3918, -2.6448)
C (-0.4320, 1.8336, 1.6859)
C (-6.8389, -0.0442, 0.1982)
I (6.4090, -2.0006, -1.9025)
F (-2.3305, -0.2204, 0.1811)
O (-5.8500, -0.3375, -0.7564)
C (2.2402, -0.9128, 0.9778)
C (1.7834, 0.5582, 1.1691)
H (0.1508, -0.0155, 2.5459)
H (-7.7746, -0.0205, -0.3722)
H (1.9488, -0.1134, 3.7135)
F (3.7875, 0.4074, 4.1809)
H (4.8221, -1.3486, 0.2148)
F (-3.6765, 1.3524, -0.4326)
C (-0.6038, -1.9370, -1.6473)
C (1.1846, -0.2108, -2.4349)
F (-3.7995, 0.5211, 1.5635)
C (2.5895, 0.7609, 3.6300)

Calculated values
total charge = -1
E_LUMO = 1.911 eV

***

Record 2
C20H28IrNO2P | wB97M-V/def2-TZVPD

Geometry (Å):
H (-2.4102, -5.4384, -1.8250)
C (-3.3659, 2.4831, 0.8839)
C (-0.0961, 2.3075, -1.8349)
C (0.6572, 1.2166, -1.3611)
C (-2.1617, -5.1914, 1.5766)
C (2.0567, 1.3387, -3.3111)
H (-3.8946, 2.3436, -0.0711)
P (-1.5376, 2.1902, 0.6694)
Ir (0.4908, 0.4793, 0.5131)
C (2.3641, -0.5658, -1.7264)
H (3.3658, 0.6010, 0.4061)
O (-1.2124, -0.9012, -0.3661)
C (-1.2855, 2.7896, -1.0486)
C (1.8843, 1.5132, 1.3903)
H (-2.2979, -5.7869, 2.4801)
N (2.4884, 0.2239, 0.8641)
C (1.3999, 2.4968, -3.7289)
H (1.5159, 1.4089, 2.4233)
H (3.4334, 0.2735, 2.7895)
H (3.4169, -0.5777, -2.0319)
C (-2.4087, -5.7555, 0.3221)
H (1.3575, -1.5607, 0.0101)
H (3.8159, -1.1787, 1.7948)
H (-1.6249, 0.8525, 1.1773)
H (-1.4902, -3.4340, 2.6442)
H (2.1871, -1.0178, 2.6215)
O (-0.3139, -1.2770, 1.6025)
H (-3.5476, 3.4971, 1.2805)
H (-1.5751, 4.2259, 1.9808)
H (-3.7533, 1.7543, 1.6105)
C (-1.7560, -3.8579, 1.6789)
C (1.7006, 0.7027, -2.1216)
H (1.7453, 3.0584, -4.5960)
H (-0.3032, 3.8300, -3.3528)
H (-2.7504, -6.7851, 0.2482)
C (2.2343, -0.9506, -0.2705)
H (-2.2222, 2.5097, -1.5609)
C (-1.8623, -3.6409, -0.7323)
H (-1.6872, -3.0421, -1.6252)
H (2.9179, 0.9545, -3.8533)
H (0.1144, 3.7649, 1.5587)
C (-2.2298, -4.9878, -0.8470)
H (1.2514, 2.0572, 0.5797)
H (2.7347, 2.2325, 1.4403)
C (-0.8696, 3.3882, 1.8654)
C (-1.0594, -1.6917, 0.6203)
C (-1.6090, -3.0811, 0.5369)
H (-0.7617, 2.8800, 2.8334)
H (1.8753, -1.3999, -2.2465)
H (3.0765, -1.5884, 0.0297)
C (0.2593, 2.9377, -3.0366)
H (-1.2749, 3.8906, -0.9965)
C (3.0179, -0.4917, 2.1123)

Calculated values
total charge = +2
energy above the lowest of the compared OMol25 structures with the same formula, charge and spin = 5.2762 eV
E_LUMO (alpha / beta) = -5.573 / -8.538 eV
2S+1 = 6
⟨S²⟩ = 8.778

***

Record 3
C20H28MoN3O9S | wB97M-V/def2-TZVPD

Geometry (Å):
C (-0.7623, 0.7370, 1.9307)
H (2.4145, 2.8382, 4.3867)
H (-1.3448, -5.0873, -2.0245)
H (-1.6485, -4.0132, -0.6544)
C (-1.3020, -4.0490, -1.6903)
C (-0.4803, 4.3044, 1.8402)
O (-0.3843, 0.1648, 3.1021)
H (-2.0000, -3.4764, -2.3077)
H (-0.0824, -2.0313, -0.2400)
C (3.4999, 1.2960, 5.4749)
H (-0.4103, -2.9851, -6.1211)
C (-3.4829, -1.2327, -4.5536)
H (4.8078, -0.0064, 3.1207)
H (1.5077, 1.3511, 4.6423)
H (3.0885, 1.3298, 6.4839)
C (0.1227, -3.5185, -1.8092)
C (-1.1149, -1.2721, -5.0340)
H (-0.8943, 1.9220, -2.7822)
C (1.9273, 0.7092, 2.1483)
H (-1.9189, 4.4169, 0.2151)
C (-1.8959, 1.6834, 2.1159)
S (1.1253, 0.9676, -1.4028)
H (0.4235, -0.3030, 2.8753)
C (3.0476, 1.1861, 3.1109)
H (3.3557, -0.7892, 3.0876)
C (-2.5253, -3.0879, -5.7529)
C (-2.0993, 0.6593, -3.7628)
N (-0.9791, 0.9308, -2.9741)
C (3.8451, -0.1148, 5.0399)
H (-1.3874, -1.3800, -2.2799)
O (-2.0712, 2.4868, 0.9435)
C (2.5001, 1.7514, 4.4207)
H (3.7389, 1.8700, 2.6161)
N (-0.4295, -1.1290, -2.0746)
C (-1.8496, 3.9163, 1.1856)
H (-0.1329, -0.8129, -4.9924)
Mo (-0.1618, 2.3024, 0.2518)
H (-4.6136, -2.9093, -5.2741)
O (2.0080, -0.5520, 1.9635)
O (0.4592, 3.4706, 1.7531)
C (-1.2687, -2.4951, -5.6756)
H (-2.6442, -4.0399, -6.2580)
H (-2.6678, 4.2785, 1.8105)
H (0.7888, -4.1844, -1.2537)
H (-4.3489, -0.7331, -4.1336)
O (-2.9740, 1.4915, -3.8692)
H (4.8125, -0.4610, 5.4019)
C (-2.2203, -0.6492, -4.4519)
O (1.1410, 3.2555, -0.3101)
C (-3.6326, -2.4549, -5.1977)
O (1.1655, 1.6168, 1.7180)
H (3.0629, -0.8295, 5.3000)
C (0.2914, -2.1049, -1.2658)
H (-2.7884, 1.0580, 2.2242)
O (-0.4935, 5.3889, 2.4124)
H (4.3908, 1.9307, 5.4502)
H (-1.7686, 2.2713, 3.0264)
H (1.3529, -1.8536, -1.2546)
C (-0.1466, 0.1783, -2.1707)
N (3.8880, -0.0203, 3.5568)
O (-0.2743, 0.3651, 0.8200)
H (0.4338, -3.5529, -2.8578)

Calculated values
total charge = +1
energy above the lowest of the compared OMol25 structures with the same formula, charge and spin = 8.0666 eV
E_LUMO (alpha / beta) = -2.936 / -3.648 eV
2S+1 = 3
⟨S²⟩ = 2.015

***

For each record above, in turn, the calculated max |F| values are 1.49, 10.14, 9.15 eV/A.